Record 1
# C34H43AsBLuNO5Si2

C34H43AsBLuNO5Si2 as an isolated structure in a non-equilibrium geometry (ωB97M-V/def2-TZVPD, OMol25).

Cartesian coordinates (Å):
Lu (-0.407, 1.102, -0.403)
O (-2.529, 0.046, -0.439)
H (-3.320, 0.522, -0.724)
H (-2.704, -0.540, 0.296)
O (-0.203, 2.331, 1.858)
C (-1.318, 2.764, 1.692)
N (-1.992, 2.546, 0.521)
C (-3.296, 2.769, 0.735)
O (-4.229, 2.483, 0.004)
C (-3.377, 3.575, 1.986)
C (-4.440, 4.172, 2.633)
C (-4.216, 4.983, 3.675)
C (-2.955, 5.125, 4.279)
C (-1.915, 4.356, 3.711)
C (-2.164, 3.609, 2.583)
H (-5.388, 4.044, 2.123)
H (-5.132, 5.472, 4.088)
H (-2.763, 5.755, 5.126)
H (-0.928, 4.327, 4.206)
C (5.833, 0.405, -0.309)
C (4.758, -0.456, -0.245)
C (3.456, -0.079, -0.357)
C (3.160, 1.344, -0.405)
C (1.791, 1.795, -0.555)
C (1.610, 3.170, -0.660)
C (2.688, 4.062, -0.786)
C (3.989, 3.577, -0.737)
C (4.251, 2.218, -0.457)
C (5.580, 1.735, -0.388)
H (6.868, 0.023, -0.255)
H (5.005, -1.485, -0.178)
H (2.683, -0.818, -0.266)
H (0.608, 3.616, -0.612)
H (2.523, 5.096, -0.921)
H (4.859, 4.226, -0.778)
H (6.379, 2.422, -0.257)
C (0.679, -5.703, 5.572)
C (-0.052, -6.149, 4.292)
C (0.885, -6.893, 3.292)
C (-1.133, -7.050, 4.776)
C (-0.575, -4.869, 3.611)
C (-1.918, -4.472, 3.581)
C (-2.349, -3.323, 2.929)
C (-1.415, -2.545, 2.309)
O (-1.537, -1.429, 1.509)
B (-0.279, -1.077, 0.968)
O (0.644, -2.045, 1.500)
C (-0.047, -2.907, 2.285)
C (0.366, -4.054, 2.907)
H (1.288, -6.524, 6.009)
H (-0.107, -5.473, 6.283)
H (1.340, -4.841, 5.417)
H (1.562, -7.500, 3.904)
H (1.378, -6.289, 2.599)
H (0.333, -7.536, 2.568)
H (-0.714, -7.861, 5.372)
H (-1.720, -7.557, 3.969)
H (-1.859, -6.486, 5.382)
H (-2.702, -5.031, 3.992)
H (-3.411, -3.084, 2.862)
H (1.431, -4.420, 2.938)
C (1.420, 2.994, -4.466)
Si (-0.445, 3.109, -3.997)
C (-0.985, 4.525, -2.903)
C (-1.162, 3.585, -5.689)
As (-1.373, 1.181, -3.149)
Si (-0.201, -0.500, -4.229)
C (-1.250, -2.044, -4.108)
C (1.491, -0.860, -3.520)
C (0.080, -0.397, -6.184)
H (1.895, 3.975, -4.635)
H (1.499, 2.353, -5.380)
H (1.852, 2.413, -3.631)
H (-0.313, 5.418, -3.058)
H (-1.076, 4.331, -1.859)
H (-1.997, 4.666, -3.311)
H (-2.075, 4.249, -5.549)
H (-1.394, 2.610, -6.114)
H (-0.503, 4.142, -6.347)
H (-1.608, -2.184, -3.113)
H (-0.595, -2.858, -4.420)
H (-2.101, -1.936, -4.839)
H (1.402, -1.247, -2.537)
H (2.018, 0.123, -3.575)
H (2.027, -1.525, -4.236)
H (-0.703, 0.023, -6.786)
H (0.207, -1.467, -6.507)
H (1.038, 0.149, -6.470)

Forces on atoms 1 to 3 (eV/Å):
Lu -0.267 -0.128 -0.082
O 0.059 -0.208 -0.643
H -0.036 0.138 0.111

The strongest force on any atom comes out at 3.39 eV Å⁻¹. The energy above the lowest of the compared OMol25 structures with the same formula, charge and spin comes out at 0.00 kcal per mole. As for the net charge: -1. The LUMO energy comes out at 2.14 eV. For the total energy, the calculation gives -158581.014 eV.

Record 2
# C7H15N4

An isolated ion of composition C7H15N4 and charge +1 in a non-equilibrium geometry (ωB97M-V/def2-TZVPD, OMol25).

Cartesian coordinates (Å):
C (0.558, -1.107, -0.984)
C (0.195, 0.128, -0.651)
C (-1.122, -1.385, 0.850)
C (1.346, -1.718, -2.010)
C (0.491, 1.489, -1.170)
C (-2.127, 0.775, 0.156)
C (1.014, 0.319, 2.024)
N (-1.901, -1.927, 1.611)
N (-0.228, -1.939, -0.024)
N (-0.799, 0.136, 0.560)
N (-0.321, 0.662, 1.756)
H (0.726, -2.265, -2.777)
H (2.003, -2.530, -1.638)
H (1.929, -0.952, -2.435)
H (-0.046, 1.470, -2.249)
H (1.594, 1.601, -1.254)
H (0.128, 2.254, -0.389)
H (-1.992, 1.803, 0.107)
H (-2.437, 0.474, -0.844)
H (-2.721, 0.497, 0.928)
H (1.614, 0.566, 1.141)
H (1.408, 0.823, 2.977)
H (1.158, -0.722, 2.523)
H (-2.583, -1.365, 2.135)
H (0.050, -2.895, -0.037)
H (-0.467, 1.648, 1.838)

Forces on atoms 1 to 3 (eV/Å):
C -0.822 -8.594 2.208
C -3.384 8.635 3.460
C 2.964 1.300 -2.808

The strongest force on any atom comes out at 9.90 eV Å⁻¹. The energy above the lowest of the compared OMol25 structures with the same formula, charge and spin comes out at 115.55 kcal per mole. As for the net charge: +1. The LUMO energy (alpha / beta) comes out at -2.58 / -6.08 eV. For the total energy, the calculation gives -13449.082 eV. The spin multiplicity is 3.

> Which value of energy above the lowest of the compared OMol25 structures with the same formula, charge and spin does entry 1 give?

0.00 kcal per mole

> Which of these has the highest net charge?

C7H15N4

> Which of these has the lowest energy above the lowest of the compared OMol25 structures with the same formula, charge and spin?

C34H43AsBLuNO5Si2